No. 1
The following is a quantum chemistry calculation of C32H32AuClN7O6S as an isolated structure in a non-equilibrium geometry, from the Open Molecules 2025 dataset.

F_max ... 0.076 hartree/bohr
Energy above the lowest of the compared OMol25 structures with the same formula, charge and spin ... 169.3 kJ/mol
Charge ... +1
Frontier orbital gap (spin up / spin down) ... 3.79 / 3.79 eV

Each line ends with the Löwdin charge.
Geometry (Å):
C1 -3.586 0.792 1.395  -0.15
C2 4.964 -0.964 0.895  0.00
N1 0.090 -2.278 2.963  0.07
C3 0.373 2.273 -3.506  -0.05
N2 0.030 -1.528 4.116  -0.07
C4 1.476 -1.196 -3.001  0.00
O1 1.586 -0.170 1.152  -0.16
C5 -2.743 -1.995 -4.640  -0.24
H1 4.889 -2.015 1.128  0.12
H2 -4.073 -2.053 -3.215  0.11
H3 2.464 2.871 -1.189  0.07
H4 -2.456 0.479 -3.107  0.09
H5 1.350 -3.297 6.659  0.10
H6 -4.826 0.773 3.110  0.12
H7 3.144 1.871 1.244  0.11
H8 -2.819 -4.097 -4.898  0.16
O2 -0.848 -4.907 -3.719  0.12
H9 1.782 -3.451 4.937  0.09
H10 -0.357 -3.182 3.089  0.13
C6 -3.174 2.973 0.409  -0.03
S1 -0.910 0.787 2.988  0.91
C7 -1.598 1.090 -2.877  -0.03
O3 -4.010 -1.325 2.325  0.11
H11 -0.872 1.186 -4.879  0.10
H12 0.206 -4.003 5.508  0.10
C8 -1.192 -3.754 -3.782  -0.46
C9 -0.365 -0.230 4.196  -0.66
H13 1.079 2.564 -4.269  0.11
H14 -2.577 0.009 -0.797  0.12
H15 0.638 1.855 0.633  0.04
N3 0.280 -0.922 6.208  0.14
C10 5.107 1.770 0.391  -0.09
C11 1.824 3.449 -1.854  -0.03
C12 -2.992 1.577 0.382  -0.24
H16 -4.101 4.623 1.381  0.11
C13 -0.420 -2.655 -3.091  -0.10
C14 0.588 2.671 -2.192  -0.23
O4 -2.504 -1.232 0.691  -0.16
C15 -3.358 -0.712 1.509  -0.63
N4 -0.209 0.102 5.487  0.05
Au1 -0.457 -0.769 1.019  1.16
H17 6.929 -1.071 0.049  0.11
H18 -3.443 -1.970 -5.486  0.14
N5 -2.316 0.982 -0.636  0.07
H19 -1.629 -2.579 -1.288  0.13
H20 1.035 -2.478 -4.666  0.14
C16 -0.008 2.639 0.234  -0.05
C17 1.064 -0.821 -1.735  -0.10
C18 -3.949 3.554 1.383  -0.06
Cl1 7.542 1.581 -0.744  0.71
C19 6.097 -0.437 0.307  -0.08
C20 6.154 0.925 0.037  -0.66
C21 0.726 -2.136 -3.688  0.04
H21 -1.900 -1.328 -4.858  0.12
C22 3.970 1.234 0.964  -0.02
H22 5.185 2.829 0.200  0.11
C23 -0.721 1.489 -3.854  -0.08
H23 -5.138 3.236 3.147  0.10
H24 1.620 -0.113 -1.142  0.11
N6 -0.020 -1.326 -1.166  0.01
H25 -0.398 1.002 5.904  0.17
H26 1.097 -2.372 2.666  0.06
C24 0.435 -1.903 5.380  -0.30
C25 -0.759 -2.214 -1.815  -0.04
H27 2.385 3.692 -2.753  0.08
C26 3.889 -0.136 1.197  -0.14
O5 2.598 -1.824 2.271  0.04
C27 -4.379 1.400 2.354  -0.04
H28 2.364 -0.763 -3.432  0.12
H29 0.529 3.580 0.311  0.09
C28 -4.548 2.775 2.369  -0.07
C29 2.601 -0.785 1.616  -0.55
H30 -2.758 3.560 -0.397  0.12
N7 -2.279 -3.348 -4.485  0.11
O6 -3.331 -1.493 -3.472  -0.05
H31 1.575 4.380 -1.348  0.09
C30 0.977 -3.245 5.642  0.02
C31 -0.319 2.310 -1.188  -0.17
C32 -1.420 1.507 -1.548  -0.22
H32 -0.883 2.690 0.871  0.03

No. 2
The following is a quantum chemistry calculation of C32H32FeN3O5S2SiTe as an isolated structure in a non-equilibrium geometry, from the Open Molecules 2025 dataset.

F_max ... 0.048 hartree/bohr
Charge ... -2
⟨S²⟩ ... 8.81
Frontier orbital gap (spin up / spin down) ... 3.83 / 6.59 eV
Multiplicity ... 6

Each line ends with the Mulliken spin population.
Geometry (Å):
C1 -2.763 6.540 1.088  0.00
H1 0.975 -4.120 -2.090  0.00
C2 -2.108 4.517 -2.063  0.00
H2 1.093 -0.735 5.725  0.00
C3 -0.014 -3.688 -2.227  0.00
H3 0.912 -5.353 4.357  -0.01
N1 -0.749 1.205 0.664  0.05
H4 -2.083 -0.429 -2.613  0.00
C4 3.684 0.623 -3.594  0.00
C5 -0.333 -3.224 2.037  -0.11
C6 0.618 -3.955 2.757  0.21
C7 -0.700 5.344 1.355  0.00
H5 1.664 -3.858 2.496  0.02
C8 -0.841 4.816 0.078  0.00
H6 1.273 -1.675 -4.684  0.00
C9 -2.117 -4.162 3.382  -0.02
C10 3.693 -1.623 -4.436  0.00
H7 3.269 -1.177 4.581  0.00
C11 0.279 -1.444 -4.308  0.01
C12 0.242 0.183 3.992  -0.01
O1 1.297 -2.453 0.473  0.02
H8 3.589 -0.496 2.223  0.00
H9 -1.427 2.326 3.634  0.00
C13 -1.662 2.042 -1.175  0.03
N2 -3.461 -4.283 3.688  0.23
C14 -2.904 6.004 -0.185  0.00
O2 1.827 0.576 0.720  0.04
C15 1.618 0.288 1.968  0.00
Fe1 0.447 -0.158 -0.660  3.69
C16 1.248 -0.430 4.698  0.01
C17 0.138 -2.341 0.920  -0.05
O3 -3.811 -5.084 4.640  0.21
C18 4.676 0.150 -5.741  0.00
C19 -1.842 1.795 2.777  0.00
C20 2.657 -0.302 2.740  0.00
H10 -0.508 -4.163 -3.084  0.00
H11 4.586 -1.905 -6.368  0.00
H12 -0.707 0.361 4.485  0.00
C21 -1.656 6.214 1.861  0.00
C22 -1.821 -1.437 -2.289  0.02
Si1 0.017 -1.837 -2.496  -0.05
H13 4.593 2.106 -4.855  0.00
O4 -0.686 -1.487 0.419  0.08
C23 -0.738 1.181 1.953  0.01
S1 -0.267 1.605 -2.145  0.08
C24 4.343 -1.192 -5.588  0.00
H14 -2.435 2.471 2.173  0.00
H15 -0.099 4.123 -0.310  0.00
C25 2.470 -0.671 4.048  0.00
C26 0.184 -4.781 3.789  -0.09
H16 -1.512 -5.546 4.896  0.04
H17 -2.310 -2.166 -2.950  0.00
H18 -2.175 -1.590 -1.270  0.00
H19 3.445 -2.673 -4.319  0.00
C27 -1.943 5.144 -0.706  0.00
H20 -1.543 6.631 2.854  0.00
H21 3.418 1.336 -2.821  0.00
C28 4.342 1.057 -4.743  0.00
H22 -2.415 -2.736 1.797  0.04
H23 -1.141 4.307 -2.522  0.00
H24 -0.605 -3.908 -1.331  0.00
H25 -2.498 1.003 3.148  0.00
H26 -0.459 -2.025 -4.875  0.00
N3 -1.825 1.872 0.082  0.01
H27 0.085 -0.380 -4.480  0.00
H28 -3.521 7.206 1.480  0.00
C29 3.356 -0.723 -3.425  0.00
S2 -2.994 2.925 -1.982  0.00
H29 -2.703 5.135 -2.736  0.00
C30 -1.683 -3.310 2.344  0.11
H30 -3.779 6.242 -0.781  0.00
Te1 2.540 -1.405 -1.566  0.00
C31 0.385 0.544 2.639  0.01
O5 -4.321 -3.599 3.019  0.23
C32 -1.161 -4.899 4.107  0.16
H31 5.199 0.483 -6.630  0.00
H32 0.156 5.065 1.958  0.00

No. 3
The following is a quantum chemistry calculation of C32H32IN4O6P2Zn as an isolated structure, from the Open Molecules 2025 dataset.

F_max ... 0.004 hartree/bohr
Energy above the lowest of the compared OMol25 structures with the same formula, charge and spin ... 20.7 kJ/mol
Charge ... +1
Frontier orbital gap ... 8.51 eV

Each line ends with the Löwdin charge.
Geometry (Å):
H1 -2.190 -4.884 -3.311  0.11
C1 4.535 0.342 -2.002  0.02
C2 -4.234 -0.505 2.869  -0.06
O1 0.301 2.166 0.784  -0.39
C3 3.218 0.493 -1.594  -0.18
C4 -2.830 -2.579 -0.916  -0.07
C5 -2.227 1.095 -0.873  -0.34
H2 -3.953 -0.888 4.961  0.11
H3 -3.108 2.239 -3.938  0.11
H4 2.501 4.532 2.377  0.10
C6 -2.092 -0.889 3.898  -0.06
H5 2.176 3.836 -0.920  0.10
C7 1.361 -5.174 -0.557  -0.13
H6 -3.865 -4.332 -1.581  0.11
H7 -0.206 -3.437 -3.623  0.12
C8 3.757 -0.051 0.584  -0.19
H8 6.500 -0.226 -1.356  0.12
H9 -3.680 4.238 -2.596  0.11
C9 5.084 -0.246 0.260  0.00
C10 0.180 -5.517 0.080  -0.05
N1 0.197 3.637 -1.609  0.15
O2 4.034 -0.001 2.941  0.15
P1 -1.394 -0.308 -0.061  1.10
C11 3.281 0.027 2.009  -0.46
H10 5.786 -0.514 1.037  0.14
H11 -3.559 -2.357 -0.149  0.10
C12 -2.542 2.227 -0.117  -0.11
C13 1.848 -3.891 -0.358  -0.79
H12 -0.393 -0.813 2.590  0.08
C14 -2.998 -3.698 -1.718  -0.07
H13 -0.238 -6.508 -0.047  0.12
H14 -5.309 -0.400 2.953  0.11
C15 2.134 1.065 -2.491  -0.57
C16 -3.470 -0.776 3.998  -0.06
C17 -3.061 3.356 -0.737  -0.08
C18 0.131 -3.325 0.999  -0.15
N2 2.852 0.265 -0.337  0.10
H15 2.669 2.684 3.905  0.11
O3 -0.327 4.518 1.626  -0.30
Zn1 0.841 0.448 0.029  0.60
O4 2.438 1.530 -3.570  0.10
N3 1.909 2.643 3.235  -0.02
C19 -0.943 -3.196 -2.867  -0.06
C20 -2.056 -4.007 -2.690  -0.06
H16 0.106 -1.452 -2.193  0.09
C21 -2.235 -0.488 1.525  -0.36
H17 -0.767 3.740 -1.273  0.11
C22 -3.621 -0.358 1.636  -0.09
C23 -3.263 3.362 -2.115  -0.08
H18 1.074 2.965 3.717  0.10
H19 0.365 2.605 -1.771  0.08
C24 -2.947 2.240 -2.868  -0.07
C25 1.189 4.195 -0.626  -0.16
I1 3.659 -3.355 -1.272  0.96
H20 4.791 0.551 -3.031  0.13
H21 -1.496 -1.088 4.779  0.11
C26 -0.447 -4.577 0.881  -0.05
C27 2.199 3.526 2.080  -0.26
C28 -1.713 -1.764 -1.086  -0.37
C29 -1.473 -0.739 2.664  -0.11
H22 1.892 -5.875 -1.185  0.10
O5 1.958 0.253 2.108  -0.02
C30 -2.428 1.108 -2.250  -0.07
P2 0.687 3.608 1.058  0.42
H23 0.267 4.101 -2.512  0.17
N4 1.265 -2.967 0.385  0.03
O6 0.956 1.090 -1.942  -0.15
H24 1.167 5.281 -0.683  0.11
H25 -1.366 -4.801 1.405  0.12
H26 -0.339 -2.567 1.615  0.07
H27 3.011 3.081 1.496  0.09
H28 1.819 1.069 2.736  0.09
H29 -2.178 0.239 -2.846  0.11
H30 -4.217 -0.118 0.763  0.12
H31 -2.363 2.243 0.950  0.11
C31 5.470 -0.068 -1.064  -0.03
H32 -3.308 4.223 -0.137  0.12
C32 -0.770 -2.079 -2.064  -0.11

No. 4
The following is a quantum chemistry calculation of C32H32N4O7P2STl as an isolated structure, from the Open Molecules 2025 dataset.

F_max ... 0.003 hartree/bohr
Energy above the lowest of the compared OMol25 structures with the same formula, charge and spin ... 43.3 kJ/mol
Charge ... +1
Frontier orbital gap ... 6.75 eV

Each line ends with the Löwdin charge.
Geometry (Å):
C1 -2.334 -3.827 -4.632  -0.04
C2 3.317 0.575 1.769  -0.30
C3 -5.581 1.675 -0.488  -0.02
H1 -6.403 2.366 -0.359  0.12
H2 -0.828 2.113 0.862  0.05
P1 -1.984 -0.959 -1.164  1.06
C4 -2.084 1.469 -1.891  -0.41
C5 -0.806 -3.510 1.675  -0.05
C6 3.368 -3.784 0.907  -0.12
H3 -0.131 -2.785 -2.265  0.08
C7 3.901 -0.175 2.782  -0.06
C8 -3.512 -0.118 -0.784  -0.21
N1 1.794 -2.727 -1.035  0.11
C9 2.858 4.723 0.346  -0.10
C10 0.100 -2.754 2.409  -0.03
O1 0.582 5.111 -1.685  -0.31
C11 -1.181 3.132 1.060  -0.14
C12 -1.113 -1.643 0.201  -0.28
H4 3.263 4.927 1.334  0.09
C13 -0.207 -0.883 0.938  -0.05
H5 4.665 -0.896 2.530  0.11
C14 -2.173 -2.117 -2.476  -0.28
S1 3.788 0.309 0.097  0.54
H6 1.208 2.470 3.614  0.11
C15 -4.672 -0.548 -0.163  -0.03
C16 -3.362 -2.192 -3.206  -0.05
H7 -4.774 -1.561 0.206  0.12
H8 1.636 1.980 5.938  0.09
H9 1.126 -0.879 2.610  0.10
C17 2.350 1.525 2.070  -0.08
H10 0.519 4.004 -3.456  0.06
H11 -2.105 -3.550 -0.028  0.12
O2 3.523 1.578 -0.602  -0.52
H12 -2.263 3.117 1.180  0.09
H13 3.957 -0.569 4.884  0.12
H14 -4.220 -1.592 -2.932  0.11
O3 5.129 -0.187 0.068  -0.27
C18 -4.419 2.100 -1.116  0.03
O4 1.456 4.463 0.522  -0.34
H15 -0.912 5.002 -3.121  0.08
H16 0.615 5.774 -3.606  0.09
C19 -3.437 -3.057 -4.284  -0.05
H17 1.094 -4.625 -1.390  0.11
H18 0.589 -3.192 3.269  0.12
Tl1 1.963 0.836 -2.463  0.87
C20 -1.149 -3.742 -3.910  -0.04
H19 -2.398 -4.500 -5.477  0.12
C21 1.780 -4.030 -0.791  -0.15
N2 2.695 -0.658 -0.594  -0.23
C22 2.645 -1.988 -0.291  -0.48
H20 -0.293 -4.338 -4.195  0.12
C23 -3.389 1.185 -1.251  -0.14
C24 3.499 0.010 4.091  -0.02
P2 0.603 3.842 -0.697  0.77
H21 2.711 0.787 6.432  0.10
H22 1.932 2.139 1.283  0.08
H23 -4.304 3.111 -1.485  0.14
C25 1.948 1.714 3.378  -0.02
C26 -5.706 0.369 -0.017  -0.03
H24 -4.352 -3.130 -4.855  0.12
N3 2.084 1.108 5.713  0.11
H25 3.367 3.858 -0.081  0.06
H26 -1.024 -4.530 1.962  0.12
H27 0.055 0.121 0.633  0.09
C27 0.402 -1.449 2.045  -0.03
H28 -0.723 3.477 1.988  0.08
H29 4.002 -4.160 1.704  0.12
N4 3.404 -2.478 0.700  0.14
O5 -0.871 4.008 -0.011  -0.32
C28 2.570 -4.640 0.167  -0.06
O6 -1.215 0.363 -1.678  -0.17
H30 2.993 5.596 -0.291  0.09
C29 2.516 0.955 4.409  -0.32
C30 -1.415 -2.960 0.563  -0.07
H31 -6.621 0.066 0.471  0.12
H32 2.555 -5.706 0.333  0.10
C31 0.173 4.955 -3.046  -0.12
O7 -1.716 2.407 -2.502  0.17
C32 -1.059 -2.887 -2.825  -0.06

- The lowest charge belongs to which entry?
  C32H32FeN3O5S2SiTe

- Which formula does entry 4 have?
  C32H32N4O7P2STl

- What is the formula in the third record?
  C32H32IN4O6P2Zn

- What is the formula in the third record?
  C32H32IN4O6P2Zn